No. 1
{"formula": "C14H20FN2O3Re", "method": "wB97M-V/def2-TZVPD", "species": ["Re", "C", "N", "C", "C", "O", "C", "O", "C", "C", "O", "N", "C", "C", "H", "H", "H", "H", "H", "H", "H", "H", "H", "H", "H", "H", "H", "H", "H", "H", "F", "C", "C", "C", "C", "C", "C", "H", "H", "H", "H"], "xyz": [[-0.09251, -1.29968, -0.30976], [-0.72154, 3.17931, -3.28982], [-0.74870, 1.74180, -3.14090], [-0.92280, 0.97972, -4.35575], [-0.56732, 1.18377, -1.97667], [-0.57492, -0.09426, -1.82531], [-0.28833, 2.06607, -0.75501], [0.02784, 1.26456, 0.36943], [1.25228, 1.48712, 1.04802], [1.95743, 0.14828, 1.31051], [1.43012, -0.92415, 0.81902], [3.06505, 0.08374, 1.99785], [3.76449, 1.23012, 2.51608], [3.69832, -1.18603, 2.26453], [0.29960, 3.56192, -3.19084], [-1.07319, 3.44977, -4.28271], [-1.35704, 3.68142, -2.56033], [-0.21199, 1.33802, -5.10401], [-0.75214, -0.08176, -4.18941], [-1.92656, 1.12771, -4.75959], [0.51733, 2.77312, -0.99844], [-1.19789, 2.64263, -0.51022], [1.91748, 2.15101, 0.47849], [1.01407, 1.96337, 2.01325], [3.28488, 2.17600, 2.28204], [3.86694, 1.14579, 3.60154], [4.78253, 1.23975, 2.11314], [3.00962, -2.01483, 2.11212], [4.55414, -1.32608, 1.59954], [4.07575, -1.20222, 3.28610], [-4.86780, -4.19938, 1.93574], [-3.81866, -3.53142, 1.55154], [-3.45635, -3.56203, 0.19164], [-2.36086, -2.83189, -0.19959], [-1.61645, -2.08768, 0.74734], [-1.98612, -2.08038, 2.09692], [-3.07628, -2.81503, 2.50609], [-4.02393, -4.17550, -0.49520], [-2.06721, -2.84825, -1.26072], [-1.42094, -1.51186, 2.82244], [-3.38834, -2.84259, 3.54095]], "forces_ev_per_angstrom": [[-1.9, 0.8, 1.0], [0.2, 1.3, 0.0], [0.1, -0.9, 1.3], [-0.1, -0.7, -1.0], [0.2, 1.7, -0.3], [0.3, -1.7, 0.6], [-0.4, 0.3, -0.2], [0.1, -0.9, -0.3], [0.2, 0.2, 0.4], [0.9, 1.6, 0.7], [-0.4, -1.3, -0.6], [-1.7, -0.3, -0.9], [0.7, 1.0, 0.5], [0.6, -1.2, 0.0], [-0.1, -0.1, 0.0], [-0.1, -0.1, 0.1], [0.0, -0.1, 0.0], [0.0, 0.0, 0.1], [0.0, 0.1, 0.0], [0.0, 0.0, 0.2], [-0.2, -0.1, 0.1], [0.3, -0.1, -0.2], [-0.1, -0.1, 0.1], [0.2, -0.1, -0.2], [0.0, -0.1, 0.0], [-0.2, -0.1, -0.1], [-0.2, 0.0, -0.1], [0.1, 0.1, 0.1], [0.0, 0.1, 0.0], [-0.1, 0.1, 0.0], [0.3, 0.2, -0.1], [0.2, 0.0, -0.3], [-0.1, 0.0, 0.1], [0.0, -0.3, -0.4], [1.6, 0.5, -1.5], [-0.3, 0.2, 0.8], [0.1, 0.2, -0.1], [0.0, 0.1, 0.0], [-0.1, -0.1, 0.2], [0.0, 0.0, 0.1], [0.0, 0.0, 0.1]], "nbo_charge": [1.85, -0.45, -0.26, -0.44, 0.66, -0.70, -0.16, -0.54, -0.16, 0.66, -0.68, -0.25, -0.44, -0.44, 0.24, 0.28, 0.24, 0.26, 0.24, 0.26, 0.24, 0.27, 0.24, 0.26, 0.23, 0.27, 0.27, 0.24, 0.26, 0.26, -0.22, 0.57, -0.25, -0.19, -0.31, -0.15, -0.24, 0.29, 0.24, 0.25, 0.29], "gap_ev": [6.39, 7.04], "e_homo_ev": [-18.785, -19.197], "spin_multiplicity": 4, "charge": 3}



No. 2
{"formula": "C12H33IN4O7P2Si", "method": "wB97M-V/def2-TZVPD", "species": ["O", "P", "O", "O", "P", "Si", "I", "H", "H", "H", "H", "H", "C", "C", "O", "N", "C", "H", "H", "H", "H", "H", "H", "H", "C", "C", "O", "N", "C", "H", "H", "H", "H", "H", "H", "H", "C", "C", "O", "N", "C", "H", "H", "H", "H", "H", "H", "H", "C", "C", "O", "N", "C", "H", "H", "H", "H", "H", "H", "H"], "xyz": [[5.78974, 0.98729, 4.30940], [5.37014, 1.73745, 3.17993], [6.61469, 2.50548, 2.55472], [4.74412, 0.78994, 2.09205], [3.96883, 3.26784, 3.82517], [2.08786, 2.71975, 2.74541], [0.25460, 2.99868, 4.36851], [6.29645, 3.19766, 1.94378], [4.20951, 1.27554, 1.42898], [4.36285, 4.50305, 3.27166], [1.83789, 3.56845, 1.57641], [2.17017, 1.32996, 2.28846], [0.14002, -1.95754, 2.53437], [-0.70749, -0.73442, 2.29460], [-0.21882, 0.37145, 2.10316], [-2.05223, -0.89685, 2.29083], [-2.80745, -2.11641, 2.48982], [1.18663, -1.67401, 2.50323], [-0.07933, -2.38443, 3.51489], [-0.04310, -2.69797, 1.75696], [-2.56543, -0.04512, 2.12080], [-3.41520, -2.30777, 1.60342], [-3.46540, -1.99436, 3.35308], [-2.15701, -2.96606, 2.66136], [-0.56853, -0.40542, -1.15405], [0.01400, -1.75375, -1.50101], [0.48670, -2.50110, -0.65979], [-0.00073, -2.12317, -2.81334], [-0.51448, -1.37803, -3.94681], [-0.48948, -0.24227, -0.08493], [-0.01903, 0.38587, -1.66705], [-1.62259, -0.36460, -1.43565], [0.40224, -3.03121, -2.98277], [-1.30506, -1.94749, -4.43937], [0.28537, -1.19869, -4.66808], [-0.91861, -0.42393, -3.62907], [-6.53479, -1.38512, 0.81210], [-5.51113, -1.30112, -0.29667], [-4.53830, -0.56795, -0.22407], [-5.71215, -2.08060, -1.39121], [-6.80193, -3.00537, -1.64902], [-6.23967, -0.71140, 1.60966], [-7.51901, -1.08869, 0.44874], [-6.58733, -2.39930, 1.20984], [-4.99680, -1.98105, -2.09406], [-6.40704, -4.01205, -1.79313], [-7.33542, -2.70661, -2.55252], [-7.50063, -3.02050, -0.82096], [3.78869, 1.00417, -1.93005], [3.70062, 2.33405, -1.22028], [3.34479, 2.42075, -0.05030], [4.02559, 3.44402, -1.92108], [4.46205, 3.53794, -3.30355], [3.49544, 0.21850, -1.24048], [3.11731, 0.98448, -2.78904], [4.80910, 0.81555, -2.26450], [3.94298, 4.29719, -1.38972], [5.45140, 3.99442, -3.34766], [3.76511, 4.15747, -3.86910], [4.50929, 2.55741, -3.76200]], "forces_ev_per_angstrom": [[0.9, -1.8, 2.6], [-0.4, 1.1, -1.0], [-0.1, 0.9, -1.0], [-0.5, 0.3, -1.0], [-0.4, 0.1, 0.8], [-0.4, 0.1, -0.3], [0.2, 0.0, -0.2], [0.4, -0.3, 0.2], [0.1, -0.3, -0.1], [0.1, -0.2, -0.5], [-0.2, 0.2, 0.2], [0.0, 0.0, 0.3], [0.0, 0.0, 0.1], [0.1, 0.0, 0.2], [0.0, 0.0, -0.1], [0.1, -0.1, 0.0], [-0.2, 0.4, -0.1], [0.0, 0.1, 0.0], [0.0, -0.1, 0.0], [0.0, 0.0, 0.0], [0.0, 0.0, -0.1], [0.0, -0.1, 0.0], [0.0, -0.2, 0.0], [0.1, 0.0, 0.0], [0.0, -0.1, 0.0], [0.0, 0.0, 0.1], [0.0, 0.0, 0.0], [0.0, 0.1, 0.0], [0.2, -0.4, 0.1], [0.1, 0.0, -0.1], [-0.1, 0.1, 0.0], [0.0, 0.1, 0.0], [0.0, 0.0, 0.0], [0.0, 0.1, -0.1], [-0.1, 0.1, -0.1], [0.0, 0.0, 0.0], [0.1, 0.0, 0.0], [0.0, 0.0, 0.0], [0.1, 0.0, 0.0], [-0.1, 0.0, 0.1], [0.3, 0.1, -0.2], [0.1, 0.0, 0.0], [0.0, -0.1, 0.0], [-0.1, 0.0, 0.0], [0.0, 0.0, 0.0], [-0.1, 0.0, 0.0], [-0.1, -0.1, 0.0], [0.0, 0.0, 0.0], [0.0, 0.0, 0.1], [0.0, -0.1, -0.2], [0.3, -0.1, 0.3], [0.0, -0.1, 0.0], [-0.1, 0.2, 0.2], [0.0, 0.0, 0.1], [0.1, 0.0, -0.1], [0.0, 0.0, -0.1], [0.0, 0.0, 0.0], [0.0, 0.0, -0.1], [0.0, 0.0, -0.1], [0.0, 0.0, 0.0]], "nbo_charge": [-1.09, 2.15, -0.98, -1.00, -0.32, 0.64, -0.21, 0.49, 0.53, 0.03, -0.14, -0.11, -0.73, 0.69, -0.67, -0.61, -0.41, 0.25, 0.22, 0.25, 0.41, 0.20, 0.19, 0.21, -0.73, 0.68, -0.64, -0.62, -0.41, 0.27, 0.22, 0.24, 0.40, 0.19, 0.19, 0.22, -0.72, 0.68, -0.64, -0.61, -0.41, 0.25, 0.23, 0.23, 0.40, 0.20, 0.20, 0.21, -0.73, 0.70, -0.68, -0.60, -0.41, 0.26, 0.23, 0.23, 0.40, 0.20, 0.20, 0.21], "gap_ev": 8.96, "smiles": "O=P(O)(O)P[SiH2]I.CNC(C)=O.CNC(C)=O.CNC(C)=O.CNC(C)=O", "e_homo_ev": -8.684, "spin_multiplicity": 1, "charge": 0}



No. 3
{"formula": "C4H9NO", "method": "wB97M-V/def2-TZVPD", "species": ["C", "N", "C", "C", "O", "C", "H", "H", "H", "H", "H", "H", "H", "H", "H"], "xyz": [[1.12805, 1.05927, -1.40584], [0.32999, 0.58894, -0.28700], [-0.80659, -0.32705, -0.61026], [-0.13858, -1.34597, 0.28280], [-1.61117, -0.18778, 2.58942], [0.87650, -0.49060, 0.46441], [0.53999, 1.75442, -2.01232], [2.00366, 1.59180, -1.02086], [1.48001, 0.23340, -2.04802], [-0.84311, -0.58695, -1.67330], [-1.77829, 0.06282, -0.28901], [-0.45563, -2.28151, 0.72148], [-1.96032, 0.59637, 2.15264], [-0.72294, -0.28089, 2.21964], [1.82044, -0.46498, 1.00242]], "forces_ev_per_angstrom": [[0.1, 0.1, -0.1], [0.1, 0.0, 0.0], [-0.3, 0.0, -0.2], [0.1, 0.0, 0.0], [0.0, 0.2, 0.1], [0.1, -0.1, 0.1], [0.1, -0.1, 0.1], [-0.1, 0.0, -0.1], [-0.1, 0.1, 0.1], [0.0, 0.0, 0.1], [0.1, -0.1, -0.1], [0.1, 0.1, -0.1], [0.0, 0.0, 0.1], [-0.1, 0.0, 0.0], [-0.1, -0.1, -0.1]], "nbo_charge": [-0.42, -0.42, -0.24, -0.28, -0.94, -0.04, 0.20, 0.20, 0.17, 0.20, 0.20, 0.23, 0.46, 0.48, 0.21], "gap_ev": 9.74, "e_above_lowest_kj_mol": 278.9, "e_homo_ev": -8.720, "spin_multiplicity": 1, "charge": 0}



No. 4
{"formula": "C4H6N2OS", "method": "wB97M-V/def2-TZVPD", "species": ["C", "C", "C", "C", "H", "H", "H", "H", "H", "H", "N", "N", "O", "S"], "xyz": [[-1.73310, 0.82898, 1.11548], [-0.97060, 0.64953, -0.27269], [1.50113, 1.05034, -0.27337], [0.14132, -1.48529, 0.55157], [-1.41087, 0.00516, 1.95028], [-1.36700, 1.97378, 1.52222], [-2.94043, 0.63438, 0.78307], [-1.64988, 0.92754, -1.20807], [2.18397, 1.89390, -0.61201], [-0.40246, -1.99176, 1.51156], [2.13104, -0.04928, 0.02998], [1.19842, -0.92557, 0.87307], [0.19970, 1.42877, -0.30138], [-0.80935, -0.89441, -0.91145]], "forces_ev_per_angstrom": [[-0.5, 0.3, 0.1], [-2.4, 1.8, -0.2], [1.6, -0.5, -0.7], [-2.2, -0.2, 1.2], [-0.8, 2.2, -2.2], [-1.7, -3.3, -1.1], [3.4, 1.0, 1.5], [1.0, 1.1, 2.2], [-1.2, -1.1, 0.3], [1.1, 0.7, -2.8], [-4.0, 0.3, 1.2], [3.3, 0.8, 0.0], [1.3, 1.1, 0.3], [1.0, -4.1, 0.3]], "nbo_charge": [-0.66, -0.12, 0.39, -0.08, 0.23, 0.25, 0.24, 0.22, 0.19, 0.22, -0.31, -0.28, -0.53, 0.25], "gap_ev": 9.81, "smiles": "C[C@H]1OC=NN=CS1", "e_above_lowest_kj_mol": 598.7, "e_homo_ev": -9.253, "spin_multiplicity": 1, "charge": 0}



No. 5
{"formula": "C18H14F5IN2OZr", "method": "wB97M-V/def2-TZVPD", "species": ["C", "C", "H", "H", "H", "H", "H", "H", "C", "C", "C", "C", "H", "H", "H", "H", "N", "C", "C", "N", "C", "C", "C", "H", "H", "C", "H", "H", "Zr", "I", "F", "C", "C", "F", "C", "F", "C", "O", "C", "F", "C", "F"], "xyz": [[0.07852, -3.43161, 1.65846], [-1.13280, -2.66810, 2.23403], [-0.15376, -4.05916, 0.79092], [0.40586, -4.12934, 2.44132], [0.97376, -2.80436, 1.46600], [-1.86986, -2.12722, 1.52327], [-1.83830, -3.41028, 2.62688], [-0.85041, -2.01242, 3.06442], [0.67549, -1.08881, -2.70358], [0.96763, -0.49701, -3.91990], [0.11163, 0.49518, -4.42223], [-0.98873, 0.87843, -3.66870], [1.13611, -2.00187, -2.34837], [1.82721, -0.85620, -4.47277], [0.28906, 0.94854, -5.39501], [-1.78820, 1.51423, -4.05137], [-0.20171, -0.50070, -1.85776], [-1.05010, 0.45987, -2.33978], [-1.96647, 1.05054, -1.37680], [-1.97178, 0.50202, -0.11571], [-2.87148, 0.90405, 0.82244], [-3.59709, 2.66180, -0.66263], [-3.67837, 2.01230, 0.57467], [-2.90067, 0.31120, 1.74625], [-4.35695, 2.35876, 1.33976], [-2.77556, 2.14738, -1.65287], [-2.69715, 2.57502, -2.65477], [-4.16932, 3.56230, -0.85721], [-0.60408, -1.22610, 0.23499], [-2.42689, -2.93531, -1.02759], [4.81854, 2.95590, 2.62762], [3.99457, 1.94319, 2.28565], [4.11503, 1.35149, 1.02459], [5.13669, 1.67410, 0.19996], [3.19445, 0.39226, 0.63765], [3.36291, -0.27976, -0.53832], [2.10984, 0.08749, 1.48156], [1.06064, -0.59267, 1.02832], [2.16006, 0.50547, 2.82655], [1.35820, -0.10401, 3.74037], [3.06282, 1.47817, 3.21344], [3.05063, 1.95522, 4.47625]], "forces_ev_per_angstrom": [[0.3, 0.1, -0.3], [-0.7, 0.0, 0.5], [-0.1, 0.1, 0.1], [0.0, 0.3, -0.1], [-0.3, -0.3, 0.1], [0.2, -0.9, 1.0], [0.0, 0.3, -0.1], [0.0, 0.0, -0.1], [-0.2, 1.0, 0.4], [-0.3, -0.1, -0.2], [0.3, -0.4, 0.1], [-0.1, 0.0, 0.7], [0.4, 0.1, 0.0], [-0.2, 0.0, -0.2], [0.0, -0.2, 0.1], [0.6, -0.1, -0.1], [-0.8, 0.0, -0.5], [1.1, -0.4, -0.5], [-0.7, 0.4, 1.5], [-0.2, -0.3, -0.2], [0.3, 0.5, -0.9], [0.0, -0.2, 0.3], [0.2, -0.3, 0.0], [-0.1, 0.5, -0.3], [0.0, 0.0, 0.0], [0.5, -0.4, -0.4], [-0.3, 0.1, 0.6], [-0.1, -0.1, 0.1], [0.8, 0.1, -1.1], [0.4, 0.2, 0.1], [-0.7, -1.2, -0.3], [0.8, 1.0, 0.2], [0.8, 0.2, -0.3], [-1.1, -0.2, 0.9], [-0.2, -0.3, -0.2], [-0.6, 0.8, 0.9], [1.5, 0.5, 0.6], [-1.8, -0.8, -0.9], [-0.3, -0.5, -0.1], [0.1, 0.8, -0.9], [0.2, 0.3, 0.8], [0.1, -0.5, -1.3]], "nbo_charge": [-0.72, -0.67, 0.27, 0.32, 0.25, 0.15, 0.32, 0.27, 0.10, -0.21, -0.08, -0.18, 0.23, 0.27, 0.27, 0.25, -0.59, 0.18, 0.20, -0.61, 0.08, -0.08, -0.20, 0.23, 0.27, -0.18, 0.25, 0.27, 2.10, -0.23, -0.26, 0.31, 0.29, -0.26, 0.30, -0.29, 0.14, -0.84, 0.34, -0.30, 0.28, -0.26], "gap_ev": 6.11, "e_above_lowest_kj_mol": 2.1, "e_homo_ev": -14.631, "spin_multiplicity": 1, "charge": 2}